*A*
A cluster of 2 separate species, CH5NO3 in total, computed with ωB97M-V with the def2-TZVPD basis set.

The geometry in XYZ format:
```
10
CH5NO3, DFT ωB97M-V with the def2-TZVPD basis set
C 0.888 -1.104 -0.035
O -0.557 -0.835 0.022
H -0.739 0.214 -0.133
H 1.029 -2.169 0.128
H 1.401 -0.503 0.712
H 1.195 -0.815 -1.035
N -0.573 1.757 -0.405
O -0.394 2.894 -0.786
O -1.327 1.545 0.622
H -0.923 -0.985 0.910
```

Its spin multiplicity is 1. The value obtained for the gap between HOMO and LUMO is 8.5 eV. Its HOMO energy is -8.438 eV. The total charge is 0.



*B*
A cluster of 2 separate species, CH5NO3 in total, computed with ωB97M-V with the def2-TZVPD basis set.

The geometry in XYZ format:
```
10
CH5NO3, DFT ωB97M-V with the def2-TZVPD basis set
N 1.736 -0.012 0.150
C 0.510 -0.543 0.010
O -0.080 -1.331 0.689
H 1.998 0.814 -0.360
H 2.374 -0.477 0.780
H 0.220 -0.426 -1.278
O -1.509 0.419 -0.547
O -1.737 1.258 0.580
H -1.051 -0.480 -1.044
H -2.462 0.777 1.020
```

Its spin multiplicity is 1. The value obtained for the gap between HOMO and LUMO is 9.4 eV. Its SMILES is NC=O.OO. Its HOMO energy is -9.200 eV. The total charge is 0.



Of them, *B* has the lowest stability.



*A*
A structure of composition C29H26F10N7O2OsSe, computed with ωB97M-V with the def2-TZVPD basis set.

The geometry in XYZ format:
```
76
C29H26F10N7O2OsSe, DFT ωB97M-V with the def2-TZVPD basis set
Os 0.419 -0.334 -0.420
C 1.625 -1.560 2.084
N 0.556 -0.601 1.709
C -0.762 -1.171 2.058
C -1.056 -2.341 1.121
N -0.517 -2.048 -0.226
C -0.904 -2.915 -1.257
C 0.065 -3.337 -2.179
F 1.346 -3.026 -1.975
C -0.242 -4.114 -3.278
F 0.712 -4.481 -4.125
C -1.549 -4.526 -3.485
F -1.858 -5.266 -4.538
C -2.527 -4.161 -2.577
F -3.785 -4.544 -2.769
C -2.207 -3.374 -1.484
F -3.216 -3.025 -0.681
C 0.815 0.755 2.254
C 1.797 1.458 1.336
N 1.322 1.324 -0.071
C 1.833 2.297 -0.966
C 3.154 2.745 -0.927
F 4.020 2.230 -0.046
C 3.649 3.669 -1.830
F 4.923 4.036 -1.766
C 2.825 4.190 -2.811
F 3.290 5.075 -3.680
C 1.506 3.776 -2.870
F 0.687 4.281 -3.790
C 1.028 2.852 -1.961
F -0.267 2.534 -2.035
H 1.591 -1.745 3.160
H 2.600 -1.151 1.825
H 1.494 -2.496 1.547
H -1.501 -0.381 1.920
H -0.780 -1.494 3.104
H -2.135 -2.465 1.071
H -0.644 -3.284 1.494
H 1.189 0.707 3.281
H -0.135 1.290 2.236
H 2.789 1.012 1.414
H 1.892 2.508 1.618
C -2.479 -0.223 -3.549
C -1.235 -0.119 -2.736
N -1.256 0.043 -1.428
O -2.505 -0.101 -0.861
C 0.046 -0.198 -3.312
C 0.390 -0.169 -4.760
N 0.959 -0.263 -2.342
O 2.186 -0.305 -2.502
H -3.302 -0.628 -2.968
H -2.292 -0.846 -4.422
H -2.772 0.769 -3.900
H -2.553 0.525 -0.113
H -0.168 0.609 -5.280
H 0.169 -1.124 -5.243
H 1.456 0.022 -4.868
C -3.899 3.074 3.610
N -3.602 4.161 2.701
C -2.899 4.069 1.555
Se -2.101 2.591 0.796
N -2.855 5.301 1.010
C -3.537 6.212 1.808
C -3.776 7.571 1.687
C -4.516 8.165 2.695
C -4.997 7.430 3.782
C -4.756 6.071 3.901
C -4.013 5.481 2.891
H -3.420 2.176 3.231
H -4.975 2.917 3.664
H -3.515 3.308 4.602
H -2.397 5.479 0.132
H -3.406 8.142 0.846
H -4.727 9.224 2.641
H -5.574 7.933 4.545
H -5.132 5.503 4.740
```

Its spin multiplicity is 1. The value obtained for the gap between HOMO and LUMO (alpha / beta) is 6.2 / 6.2 eV. Its HOMO energy (alpha / beta) is -10.478 / -10.478 eV. The total charge is +1.



*B*
A structure of composition C29H26F10N7O2OsSe, computed with ωB97M-V with the def2-TZVPD basis set.

The geometry in XYZ format:
```
76
C29H26F10N7O2OsSe, DFT ωB97M-V with the def2-TZVPD basis set
Os 0.570 0.537 -0.207
C 0.023 0.151 2.855
N 0.370 1.168 1.846
C 1.719 1.704 2.162
C 2.784 0.738 1.648
N 2.411 0.279 0.302
C 3.433 -0.393 -0.403
C 4.019 0.148 -1.540
F 3.706 1.393 -1.918
C 4.951 -0.549 -2.287
F 5.481 0.000 -3.374
C 5.344 -1.814 -1.884
F 6.241 -2.489 -2.588
C 4.814 -2.360 -0.727
F 5.202 -3.562 -0.317
C 3.878 -1.648 0.000
F 3.405 -2.191 1.130
C -0.703 2.198 1.785
C -1.848 1.698 0.906
N -1.313 1.065 -0.312
C -2.084 1.210 -1.481
C -2.188 2.445 -2.117
F -1.623 3.524 -1.551
C -2.827 2.601 -3.331
F -2.871 3.794 -3.918
C -3.407 1.502 -3.945
F -4.022 1.638 -5.111
C -3.353 0.266 -3.324
F -3.936 -0.786 -3.884
C -2.707 0.138 -2.106
F -2.721 -1.063 -1.512
H 0.067 0.594 3.854
H 0.722 -0.680 2.792
H -0.987 -0.211 2.681
H 1.827 1.857 3.240
H 1.824 2.663 1.662
H 2.939 -0.111 2.321
H 3.734 1.277 1.592
H -0.275 3.092 1.340
H -1.061 2.440 2.790
H -2.491 2.545 0.659
H -2.473 0.979 1.453
C 1.126 3.645 -3.154
C 0.988 2.389 -2.354
N 0.990 2.371 -1.045
O 1.149 3.556 -0.335
C 0.890 1.137 -3.025
C 1.018 0.951 -4.500
N 0.779 0.089 -2.205
O 0.788 -1.076 -2.656
H 0.735 4.532 -2.656
H 0.572 3.540 -4.085
H 2.174 3.814 -3.411
H 1.362 4.257 -0.966
H 1.716 1.665 -4.938
H 0.058 1.053 -5.013
H 1.384 -0.055 -4.694
C 0.285 -3.781 2.832
N -0.945 -3.121 2.422
C -1.104 -2.356 1.333
Se 0.127 -1.997 -0.038
N -2.376 -1.923 1.314
C -3.065 -2.407 2.419
C -4.376 -2.252 2.847
C -4.722 -2.894 4.022
C -3.795 -3.659 4.742
C -2.491 -3.814 4.312
C -2.147 -3.172 3.130
H 0.973 -3.792 1.992
H 0.056 -4.800 3.133
H 0.740 -3.248 3.667
H -2.743 -1.418 0.521
H -5.093 -1.667 2.288
H -5.733 -2.806 4.394
H -4.111 -4.142 5.657
H -1.779 -4.407 4.869
```

Its spin multiplicity is 1. The value obtained for the gap between HOMO and LUMO is 6.6 eV. Its HOMO energy is -10.482 eV. The total charge is +1.



Of them, *A* has the lowest stability.



*A*
A cluster of 3 separate species, C4H14O2 in total, computed with ωB97M-V with the def2-TZVPD basis set.

The geometry in XYZ format:
```
20
C4H14O2, DFT ωB97M-V with the def2-TZVPD basis set
C 1.711 2.490 0.988
C 1.141 1.110 0.595
C 0.301 0.172 1.571
C 0.219 -1.308 1.113
H 2.572 2.408 1.652
H 1.896 3.056 0.068
H 1.016 3.056 1.571
H 0.458 1.378 -0.142
H 1.820 0.412 0.155
H -0.739 0.393 1.451
H 0.611 0.188 2.594
H -0.566 -1.816 1.716
H 0.043 -1.258 0.034
H 1.212 -1.927 1.359
O -1.556 1.287 -2.891
H -1.590 1.224 -3.824
H -2.465 1.234 -2.637
O -1.927 -4.080 -1.458
H -1.320 -3.984 -2.228
H -2.835 -4.036 -1.689
```

Its spin multiplicity is 1. The value obtained for the gap between HOMO and LUMO is 11.3 eV. Its SMILES is CCCC.O.O. Its HOMO energy is -10.639 eV. The total charge is 0.



*B*
A cluster of 3 separate species, C4H14O2 in total, computed with ωB97M-V with the def2-TZVPD basis set.

The geometry in XYZ format:
```
20
C4H14O2, DFT ωB97M-V with the def2-TZVPD basis set
C -1.244 2.361 0.170
C 0.079 1.800 0.710
C -0.023 0.393 1.234
C 1.286 -0.189 1.782
H -1.818 1.630 -0.405
H -1.049 3.228 -0.464
H -1.987 2.739 0.875
H 0.418 2.442 1.524
H 0.802 2.036 -0.076
H -0.492 -0.318 0.546
H -0.782 0.386 2.028
H 1.903 -0.391 0.899
H 1.072 -1.152 2.245
H 1.925 0.387 2.439
O 0.963 -3.760 -0.585
H 1.277 -3.109 -1.193
H 1.725 -4.212 -0.252
O -1.117 0.144 -2.718
H -1.168 -0.437 -3.488
H -1.013 -0.463 -1.977
```

Its spin multiplicity is 1. The value obtained for the gap between HOMO and LUMO is 11.4 eV. Its SMILES is CCCC.O.O. Its HOMO energy is -10.910 eV. The total charge is 0.



Of them, *A* has the lowest stability.



*A*
The molecule C6H7P, computed with ωB97M-V with the def2-TZVPD basis set.

The geometry in XYZ format:
```
14
C6H7P, DFT ωB97M-V with the def2-TZVPD basis set
C 2.080 -0.043 0.948
P 1.197 -0.052 -0.476
C 0.116 1.344 -0.567
C -1.154 1.198 -0.170
C -1.612 -0.026 0.336
C -1.116 -1.285 -0.084
C 0.151 -1.482 -0.599
H 2.507 0.857 1.135
H 2.752 -0.807 1.073
H 0.595 2.311 -1.039
H -1.660 2.152 -0.228
H -2.516 0.049 0.745
H -1.878 -1.978 0.090
H 0.536 -2.238 -1.165
```

Its spin multiplicity is 1. The value obtained for the gap between HOMO and LUMO (alpha / beta) is 6.9 / 6.1 eV. Its SMILES is C=P1=CC=CC=C1. Its HOMO energy (alpha / beta) is -7.383 / -7.167 eV. The total charge is 0.



*B*
A cluster of 2 separate species, C6H7P in total, computed with ωB97M-V with the def2-TZVPD basis set.

The geometry in XYZ format:
```
14
C6H7P, DFT ωB97M-V with the def2-TZVPD basis set
C -0.589 -1.689 0.709
C -0.066 -1.095 -0.359
C -0.904 0.886 0.552
C -0.100 -0.321 0.982
C -0.388 -0.285 -1.447
C -0.954 0.840 -1.000
P 3.560 -0.178 -0.293
H -0.999 -2.552 1.292
H -1.900 0.797 0.901
H -0.309 1.830 0.850
H 0.649 -0.119 1.588
H -0.543 -0.648 -2.502
H -1.581 1.548 -1.592
H 4.122 0.986 0.319
```

Its spin multiplicity is 1. The value obtained for the gap between HOMO and LUMO (alpha / beta) is 6.8 / 6.8 eV. Its HOMO energy (alpha / beta) is -8.154 / -8.154 eV. The total charge is 0.



Of them, *B* has the lowest stability.